Entry 1:
Density functional theory data (the ωB97M-V functional and the def2-TZVPD basis) for a cluster of 14 separate species, H27O13 in total.

Frontier orbital gap, eV: 10.60
Highest occupied orbital energy, Eh: -0.4879
Multiplicity: 1
Energy, Ha: -993.928596
Net charge: +1

Each line ends with the Löwdin charge.
CARTESIAN COORDINATES (ANGSTROEM)
1 O -2.01106 -2.15441 -1.89601  -0.066
2 H -1.69890 -0.81243 0.55036  0.030
3 H 1.44145 1.37601 0.73306  0.049
4 O -1.43457 2.09061 1.70830  -0.085
5 H -1.48696 3.07952 1.55508  0.117
6 H -4.20643 1.23414 1.23667  0.031
7 O 2.74443 -2.24094 -2.37367  -0.001
8 H -1.87609 1.77270 2.52644  0.091
9 O -3.49939 1.19123 0.65404  -0.023
10 H 2.46189 2.92274 -2.48464  0.035
11 H -3.42331 0.60982 -0.09305  0.045
12 O 0.77215 0.73090 0.92425  -0.058
13 H -1.31631 -1.51786 -2.14223  0.040
14 H -0.75918 -1.74028 3.55509  0.148
15 O -1.44963 -1.96673 2.86624  0.035
16 H 1.36133 3.07080 -3.30420  0.044
17 H -1.84949 -2.77002 3.16547  0.100
18 O 0.19339 -0.99252 -1.18337  -0.160
19 H 1.66150 3.25628 1.87391  0.034
20 H 0.72670 -0.29181 -0.58147  0.082
21 O 3.09303 -0.31981 -0.82939  -0.099
22 H 3.83047 -0.62397 -0.35969  -0.004
23 H 0.56884 -0.74825 1.40632  0.018
24 O 1.99978 2.35119 -3.12152  -0.076
25 H -1.00852 -2.15235 1.60195  0.242
26 H -1.52541 -1.92238 -0.40050  0.040
27 O -1.45642 1.66492 -1.07830  -0.043
28 H -1.96895 1.95972 -0.34905  -0.041
29 H -2.09130 1.90298 -1.77384  0.064
30 O -1.80810 -1.73692 0.54245  0.006
31 H 3.39139 -0.90357 -1.65440  0.076
32 H -2.74680 -2.62712 -2.33812  0.106
33 O 0.75756 -1.72951 1.65461  -0.139
34 H 0.03353 1.14646 1.35639  0.011
35 H 0.69804 -1.16639 -2.08594  0.095
36 O 2.20871 2.54827 2.12867  0.017
37 H 1.98517 -2.00369 -2.91911  0.066
38 H 3.10824 2.53691 1.95752  0.027
39 H 1.68116 -1.88782 1.26049  0.106
40 H 2.89807 -3.13641 -2.28880  0.038


Entry 2:
Density functional theory data (the ωB97M-V functional and the def2-TZVPD basis) for a cluster of 13 separate species, H27O13 in total.

Frontier orbital gap, eV: 10.34
Highest occupied orbital energy, Eh: -0.4926
Multiplicity: 1
Energy, Ha: -994.000204
Net charge: +1

Each line ends with the Löwdin charge.
CARTESIAN COORDINATES (ANGSTROEM)
1 O -2.84380 2.00781 -2.28324  0.048
2 H 0.56438 2.93385 0.77616  0.057
3 H -1.59212 0.32130 0.85723  0.073
4 O -2.76544 2.67608 0.01686  0.094
5 H -1.83226 2.88331 0.19919  0.097
6 H 1.98570 -3.03076 0.50476  -0.037
7 O 1.83489 -0.78398 1.36576  -0.058
8 H -0.37701 0.12014 -4.17726  0.046
9 O 2.89009 -3.26061 0.33104  -0.047
10 H 0.57141 -2.01924 -1.78992  0.019
11 H 3.28084 -2.67859 -0.32065  0.034
12 O 0.91614 -2.61208 -2.45884  -0.050
13 H -2.66777 1.12568 -2.63353  0.100
14 H -2.98293 1.89601 0.73519  0.131
15 O -2.63370 -1.84549 2.30943  -0.049
16 H -2.12939 -1.78027 3.12161  0.039
17 H -2.53809 -2.70735 1.91013  0.023
18 O 0.33375 1.95716 -2.30391  -0.034
19 H -0.03634 1.43432 -2.99649  -0.023
20 H 1.26288 1.84832 -2.12642  0.039
21 O -0.25579 -0.49833 -3.45109  -0.068
22 H -0.17405 -1.36238 -3.87749  0.054
23 H 0.97547 -3.52028 -2.15351  0.054
24 O 3.40546 1.99380 0.34032  -0.030
25 H 3.48671 2.22997 -0.57532  0.036
26 H 4.13060 2.19814 0.92547  0.052
27 O -0.16116 -3.00294 1.08652  -0.034
28 H -0.80659 -3.50428 0.59729  0.048
29 H -0.03845 -2.09530 0.80231  0.011
30 O 0.06710 2.12522 0.76698  -0.031
31 H -2.06929 1.01381 2.19958  0.092
32 H -2.13243 2.60831 -2.51757  0.089
33 O 0.64037 0.31714 3.37020  -0.014
34 H 0.40650 1.66413 1.54382  0.019
35 H 1.18637 0.55707 2.66945  -0.040
36 O -2.34437 0.67043 1.34196  -0.003
37 H 2.33747 -1.23314 2.05253  0.074
38 H -2.98663 2.08811 -0.88439  0.107
39 H 0.58655 -0.53518 3.74962  0.036
40 H 2.50494 -0.19996 0.97623  0.047


Entry 3:
Density functional theory data (the ωB97M-V functional and the def2-TZVPD basis) for a structure of composition H28NO12.

Frontier orbital gap, eV: 7.15
Highest occupied orbital energy, Eh: -0.4126
Multiplicity: 1
Energy, Ha: -973.738502
Net charge: +1

Each line ends with the Löwdin charge.
CARTESIAN COORDINATES (ANGSTROEM)
1 N 0.17484 -0.33916 -0.10273  0.105
2 H -0.77249 0.00441 -0.03481  -0.030
3 H 0.70457 0.51901 -0.04778  -0.011
4 H 0.37865 -0.74505 -1.00485  -0.179
5 H 0.31180 -0.96398 0.67892  -0.033
6 O 1.11484 -1.53606 1.56365  -0.006
7 H 0.17805 -1.59930 1.74983  -0.018
8 H 1.34021 -2.38197 1.17651  0.119
9 O -2.01790 -2.25724 -0.61433  0.021
10 H -2.93116 -2.24206 -0.90063  0.105
11 H -1.63708 -1.46091 -0.98454  0.018
12 O 0.34032 1.23188 1.83119  -0.001
13 H -0.16655 0.81995 2.53093  0.127
14 H 0.13757 2.16444 1.90501  0.117
15 O 2.34481 0.32378 1.28927  -0.030
16 H 1.60513 0.74369 1.72834  -0.049
17 H 1.95408 -0.40072 0.80073  0.025
18 O -1.86243 0.24633 0.69988  -0.024
19 H -1.98510 -0.27997 1.48994  0.103
20 H -2.74519 0.35957 0.34749  0.132
21 O 3.16623 1.61748 -0.37548  -0.088
22 H 2.59849 1.15196 0.23868  -0.127
23 H 3.22343 1.03845 -1.13554  -0.023
24 O 2.13012 0.30218 -2.05124  -0.020
25 H 1.49930 0.09698 -2.74131  0.069
26 H 2.73718 -0.43789 -2.05321  0.082
27 O -1.21392 -1.98296 1.75920  0.001
28 H -1.75548 -2.43192 2.40835  0.122
29 H -1.60701 -2.21403 0.91759  0.010
30 O -1.13011 0.98603 -1.97825  0.025
31 H -1.12248 0.10130 -2.34353  0.033
32 H -1.96216 1.04464 -1.50870  0.055
33 O -1.93327 2.46091 0.96427  -0.045
34 H -1.64975 2.87789 0.15066  0.039
35 H -1.57409 1.57487 0.91766  -0.098
36 O 0.46048 1.77704 -0.40425  -0.068
37 H 0.28327 2.58113 -0.89237  0.121
38 H 0.89682 2.07258 0.39481  0.072
39 O 0.20207 -1.27012 -1.93091  0.078
40 H -0.58455 -1.61307 -2.35500  0.119
41 H 0.86845 -1.94011 -2.08347  0.152


Entry 4:
Density functional theory data (the ωB97M-V functional and the def2-TZVPD basis) for a structure of composition H28O14.

Frontier orbital gap, eV: 7.31
Highest occupied orbital energy, Eh: -0.2946
Multiplicity: 1
Energy, Ha: -1069.613524
Net charge: 0

Each line ends with the Löwdin charge.
CARTESIAN COORDINATES (ANGSTROEM)
1 H -0.23088 -1.12585 -0.47883  0.079
2 H -0.32208 0.37936 -0.61516  0.072
3 H -5.02246 -2.34384 1.16942  0.078
4 H -4.40848 -1.01552 1.38164  0.010
5 H -1.80818 0.33552 1.73871  0.034
6 H -2.37747 -0.18329 0.32770  -0.011
7 H -1.10910 2.31818 3.04415  0.045
8 H -2.45145 2.56622 2.79658  0.001
9 H 3.32933 -3.31499 0.92865  -0.014
10 H 3.42391 -4.44010 1.86103  0.089
11 H 4.04518 -0.51851 -0.58655  0.041
12 H 3.74406 -1.25377 0.71948  0.002
13 H -1.15186 3.31990 0.36916  -0.029
14 H -0.80273 4.03126 -0.77941  0.022
15 H 2.17291 2.34125 -0.33473  0.059
16 H 2.33712 2.88724 -1.76228  0.031
17 H -3.89316 1.31293 -1.17227  0.122
18 H -4.15799 0.22833 -2.23708  0.060
19 H -0.95952 -2.12650 -1.51255  -0.023
20 H -2.19046 -2.69286 -0.86682  0.098
21 H -2.57132 -1.32534 -2.21113  0.044
22 H -2.54070 0.18006 -2.59135  0.106
23 H 3.01692 1.32909 1.51957  0.136
24 H 2.18670 0.15838 1.18767  0.015
25 H 3.82878 2.60333 -0.23187  0.084
26 H 4.74591 1.70371 0.50157  0.087
27 H 0.94574 -0.75323 -1.56077  -0.018
28 H 1.70822 -0.25129 -0.39196  -0.010
29 O -0.85118 -0.39541 -0.67969  -0.209
30 O -5.19198 -1.49983 1.72230  -0.102
31 O -1.65922 -0.10471 0.88375  -0.054
32 O -1.94760 1.86913 3.08663  0.006
33 O 2.79405 -3.66661 1.62602  -0.085
34 O 4.44159 -1.15125 0.06461  -0.080
35 O -1.55011 3.87889 -0.23106  0.004
36 O 2.39408 2.11661 -1.25609  -0.039
37 O -3.73609 0.32791 -1.37613  -0.093
38 O -1.33964 -2.99355 -1.38278  -0.070
39 O -1.97345 -0.56829 -2.14236  -0.174
40 O 2.97060 0.52487 0.92724  -0.136
41 O 3.92068 1.65693 0.01929  -0.184
42 O 1.79240 -0.53840 -1.28831  0.005


Entry 5:
Density functional theory data (the ωB97M-V functional and the def2-TZVPD basis) for a cluster of 14 separate species, H28O14 in total.

Frontier orbital gap, eV: 8.79
Highest occupied orbital energy, Eh: -0.3281
Multiplicity: 1
Energy, Ha: -1069.935942
Net charge: 0

Each line ends with the Löwdin charge.
CARTESIAN COORDINATES (ANGSTROEM)
1 H -0.40916 0.72061 0.93974  -0.059
2 H -0.21152 -0.48379 0.03503  0.032
3 H -2.14544 -3.11122 0.98027  0.109
4 H -2.76213 -2.09680 1.96613  0.001
5 H 0.83388 3.95490 1.28198  -0.057
6 H 0.16167 5.16945 1.59349  0.053
7 H 2.31154 -0.65449 3.35754  -0.002
8 H 3.43409 0.29229 3.53677  0.044
9 H 2.26102 0.12173 -3.35358  0.059
10 H 3.33471 1.17396 -3.38237  -0.013
11 H 1.83012 0.54720 -1.58051  0.049
12 H 1.21480 1.88621 -1.21220  0.025
13 H -0.93833 -1.25049 1.87233  0.031
14 H -0.49657 -0.33754 3.04509  0.154
15 H -1.27090 -1.42036 -1.09583  -0.023
16 H -1.31823 -2.01557 -2.40171  0.056
17 H -5.13910 0.91179 1.31421  0.076
18 H -4.31403 -0.34348 1.54458  0.013
19 H 2.51618 -2.76172 0.41558  0.100
20 H 3.34502 -1.42675 0.15828  0.002
21 H -1.20302 2.43946 -3.59185  0.071
22 H -1.77923 1.24009 -2.83626  -0.025
23 H 0.82675 -1.79339 1.49334  -0.053
24 H 1.24613 -3.23548 1.80921  0.064
25 H -2.84570 -0.92321 -2.83424  -0.007
26 H -2.30977 -0.62178 -4.23043  0.062
27 H 1.37575 0.90112 1.01822  0.023
28 H 2.26847 1.98990 1.57708  0.078
29 O -0.77343 0.27135 0.27305  -0.046
30 O -2.30517 -2.15310 1.19200  -0.006
31 O 0.99468 4.85039 1.19877  -0.035
32 O 2.95045 -0.19787 2.88402  -0.010
33 O 2.52356 0.98745 -3.76993  -0.056
34 O 1.12439 1.18966 -1.86505  -0.095
35 O -0.20251 -0.61467 2.08345  -0.176
36 O -1.00377 -1.20857 -1.95572  -0.054
37 O -4.48552 0.51275 1.97451  -0.093
38 O 2.98970 -1.94724 0.83374  -0.070
39 O -1.01238 1.53655 -3.23978  -0.033
40 O 0.52218 -2.65753 1.50009  -0.067
41 O -2.55766 -1.31964 -3.60462  -0.049
42 O 1.41849 1.87784 1.07557  -0.070


Entry 6:
Density functional theory data (the ωB97M-V functional and the def2-TZVPD basis) for a cluster of 14 separate species, H28O14 in total.

Frontier orbital gap, eV: 8.43
Highest occupied orbital energy, Eh: -0.3081
Multiplicity: 1
Energy, Ha: -1069.841715
Net charge: 0

Each line ends with the Löwdin charge.
CARTESIAN COORDINATES (ANGSTROEM)
1 H 0.51368 -0.83921 -0.81183  0.020
2 H -0.01522 0.49439 -0.26430  0.102
3 H -1.61257 -2.95049 -0.84639  -0.030
4 H -1.01404 -4.28661 -0.76147  0.033
5 H 4.21639 -3.75617 -1.78879  0.076
6 H 4.88075 -2.32876 -2.14128  0.033
7 H 2.50330 2.80650 0.04988  -0.004
8 H 2.55197 3.52872 1.23952  0.035
9 H 0.72807 1.73101 2.82903  0.051
10 H 0.42401 0.97832 3.99012  -0.032
11 H 2.59721 -1.06237 -0.23222  -0.016
12 H 3.13008 -0.20309 -1.27448  0.057
13 H -3.80172 -3.55664 0.84604  0.060
14 H -2.24996 -3.27571 0.82623  0.040
15 H -0.07737 4.51525 -0.16952  0.027
16 H -1.23733 4.82296 -1.21506  0.091
17 H 0.07485 3.59284 -2.95567  0.044
18 H -1.56298 3.62066 -2.80135  0.128
19 H 5.16241 -1.32390 0.95084  0.046
20 H 3.99561 -0.93643 1.79768  -0.015
21 H -3.62559 0.50171 2.30302  -0.001
22 H -3.06631 1.47069 1.44505  0.042
23 H -1.77819 1.24399 -1.42549  -0.017
24 H -0.68437 0.76615 -2.34327  0.072
25 H -3.91337 -0.29130 -0.22068  0.068
26 H -4.43696 -1.22086 0.91943  0.050
27 H -0.36761 -2.61457 1.15288  0.015
28 H -1.32641 -1.53725 0.63514  0.048
29 O 0.15968 -0.00484 -1.12607  -0.148
30 O -1.34293 -3.65589 -1.40528  -0.025
31 O 4.17636 -2.76600 -1.65614  -0.072
32 O 2.88516 2.69799 0.89037  -0.028
33 O 0.13815 1.74784 3.62303  -0.028
34 O 2.38644 -0.29306 -0.67164  -0.018
35 O -3.14950 -2.87424 0.83989  -0.089
36 O -0.86903 4.12447 -0.55128  -0.150
37 O -0.64365 3.89477 -2.42476  -0.138
38 O 4.90703 -1.08868 1.87344  -0.044
39 O -2.78273 0.73060 1.99000  -0.024
40 O -1.64787 0.56597 -2.05966  -0.120
41 O -3.83795 -1.20381 0.16032  -0.118
42 O -0.38749 -1.76495 0.78473  -0.021


Entry 7:
Density functional theory data (the ωB97M-V functional and the def2-TZVPD basis) for a cluster of 14 separate species, H28O14 in total.

Frontier orbital gap, eV: 9.42
Highest occupied orbital energy, Eh: -0.3601
Multiplicity: 1
Energy, Ha: -1070.064923
Net charge: 0

Each line ends with the Löwdin charge.
CARTESIAN COORDINATES (ANGSTROEM)
1 O 0.24818 2.74964 -3.75949  -0.065
2 H -0.67194 3.01316 -3.84095  0.017
3 H 0.50260 2.58365 -2.85023  0.010
4 O 3.51841 0.12371 0.62260  -0.044
5 H 4.48082 0.04683 0.65716  0.062
6 H 3.34223 -0.82636 0.68634  0.054
7 O -4.20903 0.43947 -1.98959  -0.054
8 H -4.25457 -0.50607 -2.19146  0.046
9 H -4.14588 0.74759 -2.90355  0.044
10 O 1.92633 1.80137 -0.62698  -0.086
11 H 2.65173 2.33147 -0.95711  0.005
12 H 2.16201 1.19216 0.08845  -0.006
13 O 0.08233 0.39463 -4.72114  -0.068
14 H 0.47139 -0.16000 -4.03240  0.035
15 H -0.84531 0.27566 -4.48330  0.029
16 O 1.99907 -4.29014 2.62824  -0.051
17 H 1.15099 -4.60780 2.29226  0.059
18 H 2.34084 -3.87897 1.82472  0.051
19 O -1.85873 0.38467 4.74358  -0.063
20 H -0.95100 0.06556 4.62780  -0.002
21 H -1.79942 1.18514 5.26999  0.035
22 O 2.62490 -1.87165 3.56516  -0.066
23 H 3.53804 -2.14525 3.44186  0.048
24 H 2.20133 -2.68474 3.84388  0.005
25 O -3.05288 -1.65758 2.00538  -0.056
26 H -2.61640 -1.47302 2.85206  0.031
27 H -2.78977 -0.86070 1.53314  0.032
28 O 3.70871 1.98288 -2.76301  -0.036
29 H 4.64115 1.90478 -2.62535  0.036
30 H 3.14773 1.38068 -3.24014  0.045
31 O -2.02608 3.65203 -2.27516  -0.055
32 H -2.13686 2.69415 -2.32464  0.012
33 H -1.14784 3.85442 -1.95482  0.031
34 O -1.60838 -2.70201 0.00754  -0.066
35 H -2.24695 -1.99417 -0.02770  -0.014
36 H -1.81992 -3.16904 0.81844  0.022
37 O -1.50783 0.61762 -1.19180  -0.054
38 H -2.18750 0.31515 -0.58506  0.009
39 H -0.95624 1.19848 -0.65496  0.038
40 O -0.19897 -1.32738 3.42556  -0.034
41 H 0.30180 -0.52407 3.33861  0.038
42 H 0.52359 -1.83206 3.82544  0.027


Entry 8:
Density functional theory data (the ωB97M-V functional and the def2-TZVPD basis) for a structure of composition H28O14.

Frontier orbital gap, eV: 8.75
Highest occupied orbital energy, Eh: -0.3407
Multiplicity: 1
Energy, Ha: -1069.916965
Net charge: 0

Each line ends with the Löwdin charge.
CARTESIAN COORDINATES (ANGSTROEM)
1 O 1.74266 2.29793 2.21203  -0.156
2 H 2.23680 1.59758 1.59632  0.088
3 H 2.01181 3.27441 1.78559  0.159
4 O -1.66399 2.21920 1.02606  0.025
5 H -2.51613 2.15752 1.38784  0.044
6 H -1.68103 1.36468 0.69601  -0.039
7 O -0.23876 1.53581 -2.06954  0.024
8 H -0.17329 2.47019 -2.22163  0.097
9 H -0.05622 1.22011 -2.88353  0.001
10 O 0.45796 -1.25037 -2.69752  -0.009
11 H 0.99493 -0.61589 -3.17752  0.046
12 H 0.99938 -1.98551 -2.84583  0.011
13 O -1.94303 -0.41008 3.17938  -0.109
14 H -1.08091 -0.01183 3.38762  -0.152
15 H -1.45530 -1.06590 2.60387  0.037
16 O 0.40084 -0.02560 0.22762  -0.082
17 H 0.23070 0.36383 -0.72197  0.082
18 H -0.28262 -0.77973 0.11403  0.080
19 O -0.51633 0.75846 2.74752  -0.023
20 H -0.94799 0.87552 1.99009  -0.056
21 H 0.26505 1.41139 2.68757  0.100
22 O 2.61581 2.15538 -1.21782  -0.022
23 H 3.42607 2.20979 -1.72658  0.055
24 H 2.47042 1.24961 -1.09509  -0.054
25 O 1.34827 -3.66088 -0.73555  -0.063
26 H 1.26095 -3.93269 -1.65710  0.026
27 H 0.44717 -3.32709 -0.61623  -0.027
28 O -2.71053 -0.52270 -0.08422  0.047
29 H -3.37965 -0.21028 0.39211  0.006
30 H -3.00002 -0.35512 -0.93979  0.001
31 O -1.08483 -2.82584 0.18703  -0.109
32 H -1.58166 -1.97486 -0.05998  0.031
33 H -0.98223 -2.76694 1.22928  0.128
34 O 2.11109 -1.05410 2.56244  0.018
35 H 1.87438 -0.58455 1.82284  -0.068
36 H 1.28714 -1.02707 2.99980  0.009
37 O -2.77936 0.55802 -2.67353  -0.105
38 H -1.86071 1.12668 -2.50421  0.091
39 H -3.12075 1.06448 -3.39142  0.015
40 O 2.48801 -0.81488 -0.69795  -0.100
41 H 1.47602 -0.61627 -0.52893  -0.019
42 H 2.90988 -0.09240 -0.28914  -0.025